[1]
Formula: C16H31BeNP2Se
Source: OMol25
Level of theory: the ωB97M-V functional and the def2-TZVPD basis

HOMO-LUMO gap	4.513	eV
calculated total energy	-102903.2071	eV
relative energy (zero: lowest compared OMol25 entry of this formula, charge and spin)	445.47	kJ/mol
HOMO level	-0.1541	Eh

```
52
C16H31BeNP2Se | OMol25 | the ωB97M-V functional and the def2-TZVPD basis
P 0.00629 1.37146 2.33385
P -2.48900 -0.78659 -0.14373
C 0.12354 0.08121 0.86790
C -0.85550 0.04312 -0.35786
H 0.34418 -0.93333 1.24166
H 1.06877 0.44174 0.46798
H -0.88047 1.01371 -0.90053
H -0.48625 -0.71070 -1.05669
C -2.35715 -2.56095 0.16216
H -3.35701 -2.88602 0.49990
H -1.64263 -2.77925 0.97500
H -2.07224 -3.10601 -0.74931
C -3.79083 -0.24801 -1.21930
H -3.68332 -0.71043 -2.20852
H -3.79486 0.84812 -1.30179
H -4.73432 -0.56409 -0.74683
C 1.50353 0.91758 3.24541
H 1.52291 1.49077 4.18381
H 2.40950 1.13743 2.66617
H 1.46951 -0.15126 3.49526
C 0.23626 3.00109 1.58680
H -0.55163 3.22356 0.85359
H 1.21575 3.11492 1.10451
H 0.15972 3.74952 2.39023
Be -1.87382 0.28721 1.54386
C 0.54095 -0.67591 -2.90242
C 0.71685 -1.85123 -2.26367
C 2.05138 -2.49702 -2.09762
C 3.18149 -1.57097 -1.56971
C 2.73418 -0.43406 -0.69587
C 2.39927 0.78678 -1.16603
C 2.37109 1.12325 -2.61869
C 1.63942 0.11204 -3.54693
C -1.08060 1.69805 3.78986
H -0.45619 -0.24674 -3.04659
H -0.13123 -2.47713 -1.96152
H 2.36158 -2.91583 -3.07115
H 1.95169 -3.35504 -1.41451
H 3.89136 -2.21086 -1.00810
H 3.71073 -1.14560 -2.44144
H 2.79106 -0.63238 0.37842
H 2.33550 1.65779 -0.50790
H 3.41277 1.23116 -2.97198
H 1.90383 2.11370 -2.74128
H 1.22027 0.70198 -4.38653
H 2.38381 -0.59348 -3.95561
H -2.07934 1.99720 3.44977
H -0.63631 2.49519 4.42089
H -1.20659 0.80136 4.40878
Se -5.79919 0.29375 3.85218
C -4.35741 0.17043 2.88782
N -3.34127 0.13877 2.24630
```

Results of the Löwdin charge analysis, in e, for atoms 1 through 8: 0.68 0.87 -0.38 -0.39 0.08 0.00 0.11 0.00

=====

[2]
Formula: C16H31CrNP2Se
Source: OMol25
Level of theory: the ωB97M-V functional and the def2-TZVPD basis

2S+1	5
HOMO-LUMO gap (alpha / beta)	5.186 / 5.444	eV
calculated total energy	-130920.8732	eV
relative energy (zero: lowest compared OMol25 entry of this formula, charge and spin)	609.28	kJ/mol
HOMO level (alpha / beta)	-0.2053 / -0.2211	Eh

```
52
C16H31CrNP2Se | OMol25 | the ωB97M-V functional and the def2-TZVPD basis
P -0.29435 -1.87463 -1.59452
P -0.20826 1.88519 -1.85984
C -0.66668 -0.67313 -2.92394
C 0.23799 0.59134 -3.00573
H -1.72375 -0.37739 -2.79276
H -0.60325 -1.20303 -3.89737
H 1.29811 0.34826 -2.87278
H 0.10515 1.06024 -3.98800
C -1.64848 2.83684 -2.41197
H -1.97890 3.50228 -1.60196
H -2.47577 2.16352 -2.69200
H -1.34508 3.44258 -3.28284
C 1.20884 2.96753 -1.66324
H 1.08726 3.75027 -2.42167
H 2.13453 2.40700 -1.85397
H 1.24471 3.42435 -0.66028
C -1.46716 -3.22777 -1.79683
H -1.45080 -3.82983 -0.87967
H -1.20970 -3.88108 -2.64531
H -2.48290 -2.83872 -1.95493
C 1.35667 -2.57900 -1.85064
H 2.11164 -1.80221 -2.05153
H 1.35632 -3.29030 -2.69607
H 1.64906 -3.12411 -0.95245
Cr -0.34040 -2.15881 2.74559
C 0.70497 2.47215 1.62044
C -0.64130 2.16690 1.67015
C -1.34902 1.28979 0.67224
C -1.45729 -0.24552 0.80238
C -0.42642 -1.20587 0.11784
C 0.89321 -0.95217 0.74675
C 1.52979 0.32808 0.50993
C 1.75792 1.35936 1.65799
C 1.03084 -2.80390 4.13036
H 1.03741 3.48655 1.80921
H -1.26087 2.50602 2.48603
H -0.85229 1.50575 -0.34582
H -2.38118 1.68676 0.58243
H -1.44073 -0.53782 1.89695
H -2.46374 -0.53372 0.45895
H -0.83877 -2.20944 0.49379
H 1.55520 -1.82314 0.91039
H 0.92099 0.86112 -0.24179
H 2.49431 0.12107 -0.00356
H 1.76396 0.83694 2.63543
H 2.76650 1.76895 1.49908
H 1.68390 -2.02410 4.54838
H 1.65111 -3.56945 3.63194
H 0.46408 -3.26844 4.95698
Se -1.26250 1.57546 5.79406
C -0.98444 0.29029 4.66110
N -0.79048 -0.60099 3.90309
```

Results of the Löwdin charge analysis, in e, for atoms 1 through 8: 0.94 0.82 -0.32 -0.39 0.09 0.10 0.08 0.08

=====

[3]
Formula: C16H31CuF3O3P2S
Source: OMol25
Level of theory: the ωB97M-V functional and the def2-TZVPD basis

2S+1	2
HOMO-LUMO gap (alpha / beta)	4.426 / 4.411	eV
calculated total energy	-105435.1068	eV
relative energy (zero: lowest compared OMol25 entry of this formula, charge and spin)	215.92	kJ/mol
HOMO level (alpha / beta)	-0.1870 / -0.1867	Eh

```
57
C16H31CuF3O3P2S | OMol25 | the ωB97M-V functional and the def2-TZVPD basis
P 0.31393 -2.21134 -2.19100
P 0.25179 1.82937 -1.92799
C -0.24611 -0.79652 -3.17739
C 0.63147 0.48276 -3.10913
H -1.30940 -0.57863 -2.96912
H -0.23391 -1.15946 -4.22015
H 1.69362 0.22237 -2.97010
H 0.59206 0.96184 -4.10694
C -1.25301 2.63928 -2.53875
H -1.58073 3.39561 -1.81299
H -2.07656 1.93076 -2.70380
H -1.01196 3.14245 -3.48393
C 1.50401 3.08763 -2.22897
H 1.25303 3.62480 -3.15437
H 2.49091 2.62038 -2.32690
H 1.50455 3.78931 -1.38596
C -0.84907 -3.55603 -2.42325
H -0.70324 -4.31206 -1.63809
H -0.68744 -4.02594 -3.40313
H -1.88087 -3.18308 -2.36829
C 1.90725 -2.83691 -2.74643
H 2.67244 -2.05271 -2.79645
H 1.79310 -3.28585 -3.74270
H 2.25501 -3.62119 -2.05920
Cu 1.29279 -0.36753 4.23264
C 0.09316 1.74025 -0.15121
C -1.24885 1.41720 0.30259
C -1.96412 0.31997 -0.27300
C -1.86148 -0.97020 0.62494
C -0.96773 -1.95891 0.06194
C 0.37927 -1.77538 -0.48558
C 1.40299 -0.60984 -0.08291
C 1.02750 0.69910 0.61331
C 1.30777 -2.23811 4.32089
H 0.37396 2.74647 0.22174
H -1.58511 1.83329 1.24505
H -1.50085 0.06971 -1.24726
H -3.01875 0.59511 -0.45385
H -1.57780 -0.69609 1.66018
H -2.88900 -1.37352 0.66472
H -1.25561 -3.00995 0.15683
H 0.94632 -2.66964 -0.13561
H 2.05376 -0.39489 -0.95260
H 2.09918 -1.10358 0.63723
H 0.55551 0.48502 1.58985
H 1.98333 1.20767 0.85017
H 1.67893 -2.48631 5.32616
H 1.95774 -2.65435 3.53512
H 0.25247 -2.54094 4.20956
F -2.21980 3.11474 5.72175
C -0.99028 3.02492 5.16629
F -0.91956 3.87652 4.11547
F -0.06213 3.37469 6.08570
S -0.68840 1.27949 4.57609
O -0.77894 0.45535 5.76735
O -1.65059 1.07298 3.51412
O 0.74339 1.42992 4.06738
```

Results of the Löwdin charge analysis, in e, for atoms 1 through 8: 0.87 0.96 -0.30 -0.29 0.09 0.10 0.08 0.11

=====

[4]
Formula: C16H31F5N3O5S3
Source: OMol25
Level of theory: the ωB97M-V functional and the def2-TZVPD basis

HOMO-LUMO gap	6.815	eV
charge	+1
calculated total energy	-77885.4296	eV
relative energy (zero: lowest compared OMol25 entry of this formula, charge and spin)	0.00	kJ/mol
HOMO level	-0.4066	Eh

```
63
C16H31F5N3O5S3 | OMol25 | the ωB97M-V functional and the def2-TZVPD basis
C -1.01905 -2.28149 2.80906
C -1.26680 -1.06967 1.91465
C -0.08234 -0.10758 1.86181
N 0.81468 -0.04182 2.89094
N -0.06859 0.57341 0.74912
C 0.92996 1.53627 0.37157
S 2.07168 0.82825 -0.84943
O 2.73559 1.89610 -1.51127
O 1.30432 -0.06908 -1.65963
C -1.25919 0.15317 -0.00990
S -1.54525 0.82325 -1.67118
O -2.93278 1.16953 -1.67243
O -0.69256 1.93955 -1.92843
C -1.31794 -0.40561 -3.06042
F -0.98460 -1.63533 -2.66017
F -0.33461 0.06585 -3.82699
C -2.58197 -0.47122 -3.97337
F -2.27441 -1.32508 -4.96585
F -3.63817 -0.95839 -3.31645
F -2.83095 0.72406 -4.50903
C -1.35361 -1.34089 0.33917
S 0.25051 -2.23070 0.03809
C -2.66215 -2.07581 -0.01803
C -2.51494 -3.44444 -0.67505
C -3.72072 -3.79716 -1.57391
C -3.31319 -4.59714 -2.83013
N -4.00661 -4.21832 -4.04942
H 0.04075 -2.44181 2.92546
H -1.45658 -3.15432 2.33648
H -1.49137 -2.13075 3.77026
H -2.19163 -0.59281 2.24391
H 1.71763 0.33432 2.61244
H 0.45898 0.58829 3.61048
H 0.53304 2.41625 -0.12100
H 1.53781 1.87546 1.20685
H 3.00830 0.13033 -0.15050
H -2.09492 0.58642 0.53600
H -0.03182 -3.42894 0.56798
H -3.29610 -1.43116 -0.62300
H -3.18726 -2.22774 0.91881
H -1.63235 -3.54016 -1.29449
H -2.46874 -4.23022 0.07330
H -4.25442 -2.90598 -1.88591
H -4.42912 -4.41043 -1.02433
H -3.54261 -5.64349 -2.66628
H -2.24074 -4.53725 -3.01355
H -4.84266 -4.74898 -4.21522
H -4.16848 -3.22984 -4.13083
C 3.56348 4.55935 3.76597
C 4.28080 3.37761 3.13754
O 3.89731 3.11952 1.79409
C 4.14633 4.17043 0.86271
C 5.61193 4.54082 0.73848
H 2.48095 4.44410 3.68111
H 3.82638 4.64187 4.82009
H 3.83225 5.49909 3.28356
H 4.03373 2.47087 3.69331
H 5.36529 3.49924 3.20709
H 3.54207 5.04932 1.11054
H 3.78596 3.80211 -0.09745
H 6.00145 4.97777 1.65907
H 5.74613 5.27191 -0.05755
H 6.21194 3.65906 0.51126
```

Results of the Löwdin charge analysis, in e, for atoms 1 through 8: -0.05 -0.26 -0.27 0.21 -0.03 -0.15 0.70 -0.28